This record from OMol25 describes one molecule with the formula C3H11N2OP at a distorted geometry. The level of theory is wB97M-V/def2-TZVPD.

Output
max |F|: 0.09987 hartree/bohr
HOMO level (spin up / spin down): -4.4 / -9.7 eV
multiplicity: 3
ΔE to the lowest compared entry with this formula, charge and spin: 33.6 kJ/mol
LUMO (spin up / spin down): 1.088 / -2.545 eV

```
18
Properties=species:S:1:pos:R:3:forces:R:3:lowdin_charge:R:1
C 1.660321 1.742377 1.500830 -0.08 0.80 -1.87 -0.09
C -0.033640 -2.042892 -1.683762 3.14 1.10 0.61 -0.21
C 0.374431 1.464867 0.690879 0.88 -1.48 0.53 -0.30
N -2.641214 -1.089470 -0.441475 -3.00 -1.93 -3.69 0.05
N 0.220868 0.066308 0.245716 2.78 -0.99 2.90 -0.19
O -0.758735 0.625857 -2.058297 0.21 2.81 -3.36 -0.33
P -0.673847 -0.388755 -1.048926 1.52 -3.03 1.55 0.50
H 2.633097 1.609713 0.989254 -0.63 -0.88 0.12 0.08
H 1.678697 2.834529 1.542633 -0.25 0.03 1.05 0.07
H 1.566641 1.218065 2.438550 0.46 0.21 0.44 0.06
H 0.988006 -1.664699 -2.129703 -1.77 -1.26 0.47 0.07
H 0.071443 -3.013177 -1.133621 0.19 1.36 0.43 0.05
H -0.720066 -2.320194 -2.418177 -1.03 0.06 -1.70 -0.01
H -0.413533 1.694367 1.372801 -0.90 0.28 0.52 0.09
H 0.240093 2.079331 -0.155775 0.15 0.75 -1.00 0.08
H -2.685920 -0.807604 0.456666 -0.68 1.26 4.10 -0.07
H -3.147627 -0.408117 -1.035879 -0.14 -0.46 0.59 0.02
H 0.577109 -0.650470 0.964304 -0.85 1.38 -1.69 0.14
```
Forces are in eV/Å.

=====

This record from OMol25 describes a 2-piece molecular cluster, C3H11N2S overall. The level of theory is wB97M-V/def2-TZVPD.

Output
total charge: +1
max |F|: 0.01734 hartree/bohr
HOMO level: -11.7 eV
multiplicity: 1
ΔE to the lowest compared entry with this formula, charge and spin: 73.8 kJ/mol
LUMO: -3.982 eV

```
17
Properties=species:S:1:pos:R:3:forces:R:3:lowdin_charge:R:1
N -0.793375 -0.703730 -1.014635 0.37 -0.50 -0.29 0.21
C -2.036453 -0.693352 -1.406696 -0.26 0.76 0.39 -0.15
N -2.925665 0.146289 -0.923880 0.28 -0.12 -0.16 0.20
H -0.391142 -0.086923 -0.315573 -0.31 0.09 -0.05 0.08
H -0.139892 -1.341258 -1.444355 -0.08 -0.14 0.02 0.14
H -2.383424 -1.391163 -2.157608 0.23 -0.02 -0.12 0.17
H -3.799236 0.277861 -1.404922 -0.23 -0.15 0.15 0.14
H -2.686175 0.803537 -0.194656 -0.05 0.07 -0.07 0.14
C 0.549368 0.649495 1.727405 0.03 -0.17 -0.12 -0.44
S 2.195691 1.327616 1.371464 -0.15 -0.12 -0.11 0.77
C 2.809155 0.059785 0.246281 0.71 0.14 0.33 -0.44
H 0.431501 -0.377761 1.371650 0.41 -0.09 0.22 0.02
H -0.250468 1.233785 1.258398 0.07 0.28 0.26 0.02
H 0.431343 0.621452 2.806613 -0.32 0.10 -0.01 0.04
H 3.819408 0.349907 -0.052108 -0.23 0.32 -0.22 0.04
H 2.995751 -0.880600 0.766713 -0.59 -0.14 -0.13 0.04
H 2.173612 0.005062 -0.634091 0.12 -0.32 -0.09 0.01
```
Forces are in eV/Å.

=====

This record from OMol25 describes C3H11N2W as an isolated structure at a distorted geometry. The level of theory is wB97M-V/def2-TZVPD.

Output
total charge: +1
max |F|: 0.09133 hartree/bohr
HOMO level (spin up / spin down): -11.1 / -13.6 eV
multiplicity: 3
ΔE to the lowest compared entry with this formula, charge and spin: 28.7 kJ/mol
LUMO (spin up / spin down): -3.976 / -4.055 eV

```
17
Properties=species:S:1:pos:R:3:forces:R:3:lowdin_charge:R:1
C -1.184565 -0.945331 -1.306492 0.30 -0.43 0.03 -0.38
W 0.177377 0.283898 -0.340757 -2.82 -1.07 -0.55 1.14
N 1.645965 1.025434 -1.673806 1.47 0.82 -0.94 -0.05
H 0.303714 -1.054584 0.668504 -0.14 -0.20 -0.07 -0.01
H -1.214652 1.256431 -0.069251 0.57 -0.19 0.16 -0.03
H -2.117501 -1.193976 -0.804180 -0.09 0.03 -0.20 0.01
H -0.592300 -1.862251 -1.413316 -0.22 -0.32 -0.26 -0.01
H -1.351856 -0.511819 -2.297389 -0.37 0.07 -0.13 0.00
H 2.591408 0.685670 -1.452397 -0.20 0.21 -0.09 0.10
H 1.715663 2.052865 -1.717230 0.07 -0.35 0.14 0.10
H 1.479524 0.737147 -2.647704 -0.04 -0.03 0.28 0.10
C 2.621743 1.797769 3.154403 0.10 0.34 1.06 -0.03
C 1.584722 1.260049 2.296916 -0.64 -0.76 -2.31 -0.12
N 0.966530 0.870921 1.378564 2.50 2.22 3.30 -0.13
H 3.577870 1.253073 3.025109 -0.64 0.14 0.00 0.11
H 2.302989 1.728675 4.211760 0.28 0.03 -0.47 0.11
H 2.784769 2.866330 2.919067 -0.15 -0.51 0.05 0.11
```
Forces are in eV/Å.

=====

This record from OMol25 describes C3H11N2W as an isolated structure at a distorted geometry. The level of theory is wB97M-V/def2-TZVPD.

Output
total charge: +1
max |F|: 0.08737 hartree/bohr
HOMO level (spin up / spin down): -12.0 / -13.6 eV
multiplicity: 3
ΔE to the lowest compared entry with this formula, charge and spin: 0.0 kJ/mol
LUMO (spin up / spin down): -4.601 / -4.255 eV

```
17
Properties=species:S:1:pos:R:3:forces:R:3:lowdin_charge:R:1
C -1.940780 -1.612802 -1.803586 0.31 0.12 0.38 -0.38
W -0.876187 -0.406255 -0.450544 -3.77 -1.02 -1.04 1.20
N 0.612802 0.375210 -1.782767 1.43 0.44 -0.25 -0.04
H -1.209418 -1.373253 0.908089 0.30 -0.39 -0.01 -0.05
H -2.150882 0.692829 -0.079173 0.66 -0.18 -0.16 -0.05
H -2.909285 -1.875645 -1.366284 -0.08 -0.07 -0.21 0.00
H -1.365729 -2.533148 -1.950081 -0.10 -0.22 -0.16 0.00
H -2.090940 -1.122314 -2.768694 -0.24 -0.02 -0.14 0.00
H 1.544301 0.020088 -1.537492 -0.10 0.29 -0.23 0.09
H 0.662058 1.397592 -1.771608 0.13 -0.16 0.03 0.09
H 0.455379 0.108506 -2.756974 -0.12 -0.09 0.10 0.10
C 1.851978 1.240954 2.887533 0.45 0.07 0.75 -0.02
C 0.924686 0.617793 1.974897 -1.19 -0.21 -1.89 -0.13
N 0.211726 0.260823 1.120965 2.74 1.68 3.14 -0.12
H 2.836839 0.741221 2.824097 -0.48 0.23 0.03 0.11
H 1.480178 1.158552 3.924212 0.16 0.04 -0.44 0.11
H 1.963276 2.309845 2.627416 -0.10 -0.51 0.09 0.11
```
Forces are in eV/Å.

=====

This record from OMol25 describes a 2-piece molecular cluster, C3H11N3 overall at a distorted geometry. The level of theory is wB97M-V/def2-TZVPD.

Output
total charge: -1
max |F|: 0.04597 hartree/bohr
HOMO level (spin up / spin down): 1.2 / -4.9 eV
multiplicity: 2
ΔE to the lowest compared entry with this formula, charge and spin: 83.5 kJ/mol
LUMO (spin up / spin down): 4.104 / 4.109 eV

```
17
Properties=species:S:1:pos:R:3:forces:R:3:lowdin_charge:R:1
C 2.462618 -2.483097 1.492121 0.74 0.84 -1.20 -0.12
C 2.877811 -1.362055 0.849191 -1.16 -0.95 1.83 -0.41
N 1.987032 -0.421487 0.312648 0.53 0.85 0.19 -0.05
H 1.443918 -2.817434 1.378100 -0.10 -0.10 0.38 0.01
H 3.221904 -3.069150 1.992455 -0.19 -0.27 0.00 0.01
H 3.925785 -1.124075 0.971688 0.09 0.33 -0.45 0.07
H 1.229527 -0.168553 0.973956 -0.11 -0.64 -0.28 -0.01
H 2.454834 0.480949 0.223834 0.12 -0.09 -0.48 0.01
N -3.194969 0.792024 -0.699494 -0.52 -0.31 0.04 -0.07
C -2.034207 1.684232 -0.708782 -0.35 0.13 0.10 -0.58
N -1.016288 1.304721 -1.675663 -0.20 -0.62 -0.14 -0.05
H -4.070053 1.296201 -0.574960 0.27 0.01 0.03 0.02
H -3.174057 0.054773 0.009365 0.35 0.31 -0.14 0.00
H -2.426040 2.682139 -0.926699 0.23 -0.01 -0.14 0.08
H -1.533207 1.752597 0.260900 -0.02 -0.08 0.08 0.03
H -0.672730 0.402427 -1.352432 0.56 0.12 0.31 0.02
H -1.481884 0.995795 -2.526228 -0.25 0.48 -0.12 0.04
```
Forces are in eV/Å.

=====

This record from OMol25 describes one molecule with the formula C3H11N3 at a distorted geometry. The level of theory is wB97M-V/def2-TZVPD.

Output
SMILES: NCCNCN
max |F|: 0.04965 hartree/bohr
HOMO level: -8.5 eV
multiplicity: 1
ΔE to the lowest compared entry with this formula, charge and spin: 135.1 kJ/mol
LUMO: 1.088 eV

```
17
Properties=species:S:1:pos:R:3:forces:R:3:lowdin_charge:R:1
N -1.146015 1.341416 -2.112004 0.53 0.39 0.55 -0.02
C -0.806669 0.316986 -1.096231 -0.72 2.29 -0.87 -0.24
C -0.024109 0.910761 0.089743 -0.99 -0.61 0.61 -0.23
N 1.219093 0.267700 0.447514 0.42 -0.18 -0.15 -0.08
C 1.145431 -0.638813 1.571410 -0.56 0.22 -0.56 -0.33
N 0.387970 -1.857712 1.426225 -0.48 -0.09 0.74 0.02
H -2.106438 1.510086 -2.345638 -0.09 -0.33 0.06 0.05
H -0.559263 1.324720 -2.919103 0.07 0.02 -0.37 0.05
H -0.197122 -0.383105 -1.600902 0.42 -1.41 -0.23 0.08
H -1.779369 -0.040979 -0.803192 0.02 -0.89 0.42 0.10
H 0.065512 1.981571 -0.061090 0.25 0.14 -0.14 0.10
H -0.667416 0.751789 0.961632 -0.04 0.42 0.06 0.10
H 1.656352 -0.202867 -0.331407 0.10 0.14 -0.21 0.10
H 0.760534 -0.045978 2.388762 -0.28 -0.15 0.44 0.11
H 2.118518 -0.936113 1.839485 1.59 0.01 0.20 0.08
H -0.435333 -1.953731 1.987751 -0.26 0.01 -0.21 0.05
H 0.368325 -2.345732 0.557043 0.03 0.02 -0.35 0.06
```
Forces are in eV/Å.

=====

This record from OMol25 describes a 2-piece molecular cluster, C3H11N3 overall at a distorted geometry. The level of theory is wB97M-V/def2-TZVPD.

Output
SMILES: C=CN.NCN
max |F|: 0.04760 hartree/bohr
HOMO level: -8.1 eV
multiplicity: 1
ΔE to the lowest compared entry with this formula, charge and spin: 219.3 kJ/mol
LUMO: 1.102 eV

```
17
Properties=species:S:1:pos:R:3:forces:R:3:lowdin_charge:R:1
C 2.403702 0.243925 -1.902681 -0.25 0.47 0.90 -0.02
C 2.215636 -0.500238 -0.797601 -0.56 -0.88 -0.55 -0.31
N 1.796937 -0.152834 0.489849 2.38 0.51 -0.27 0.03
H 2.729330 1.277825 -1.833124 -0.97 0.24 0.04 0.04
H 2.184464 -0.158734 -2.882084 0.96 -0.36 -0.06 0.04
H 2.400147 -1.577314 -0.868077 -0.51 -0.10 -0.42 0.09
H 0.877174 0.158404 0.718824 -0.09 -0.18 -0.24 0.01
H 2.310650 -0.686404 1.171105 -0.72 0.02 0.46 0.07
N -1.057852 0.318852 1.499429 -0.50 -0.72 0.99 -0.02
C -1.738379 0.471166 0.229146 0.21 -0.33 -0.89 -0.37
N -2.771591 -0.516377 -0.019000 0.01 -0.07 0.21 0.00
H -1.682885 0.182079 2.282323 -0.09 0.12 -0.08 0.07
H -0.334759 0.956935 1.783516 -0.15 0.60 -0.31 0.06
H -0.973319 0.273404 -0.525297 0.06 0.28 -0.16 0.09
H -2.157773 1.452062 0.001698 -0.08 0.16 0.26 0.11
H -3.697797 -0.314501 0.330247 0.17 0.33 0.18 0.06
H -2.503684 -1.428252 0.321729 0.14 -0.10 -0.06 0.06
```
Forces are in eV/Å.

=====

This record from OMol25 describes a 2-piece molecular cluster, C3H11N3 overall at a distorted geometry. The level of theory is wB97M-V/def2-TZVPD.

Output
SMILES: C=NC.NCN
max |F|: 0.08310 hartree/bohr
HOMO level: -8.7 eV
multiplicity: 1
ΔE to the lowest compared entry with this formula, charge and spin: 339.1 kJ/mol
LUMO: 0.888 eV

```
17
Properties=species:S:1:pos:R:3:forces:R:3:lowdin_charge:R:1
C 2.850907 0.804042 -0.007177 -0.32 -1.23 -1.09 -0.09
N 2.038044 0.046874 -0.646951 -1.24 -1.44 2.00 -0.11
C 2.423067 -1.304587 -1.169532 1.47 -0.27 -1.94 -0.16
H 2.443023 1.352628 0.860540 0.12 0.62 -1.01 0.07
H 3.950468 0.888933 -0.216925 -0.53 -0.58 0.42 0.07
H 2.430342 -2.103686 -0.391287 0.10 1.26 0.09 0.07
H 1.910728 -1.965051 -2.035889 0.28 2.72 1.56 0.11
H 3.450185 -1.091897 -1.519022 0.09 -1.10 -0.04 0.05
N -1.842531 1.467715 1.119128 3.39 -2.52 0.65 -0.01
C -2.025078 0.354382 0.177728 1.31 -0.43 -0.27 -0.42
N -3.196778 -0.444561 0.147649 -2.34 0.18 -0.35 -0.04
H -2.646407 1.838086 1.469257 -3.04 1.25 0.79 0.00
H -1.410949 0.978397 1.926807 -0.31 1.05 -0.33 0.07
H -1.209281 -0.398440 0.421096 -0.58 1.18 -0.67 0.12
H -1.840901 0.807833 -0.791735 -0.02 -0.37 -0.40 0.09
H -4.131929 0.001284 -0.150384 2.26 -1.24 1.09 0.11
H -3.192902 -1.231956 0.806691 -0.65 0.93 -0.52 0.07
```
Forces are in eV/Å.

=====

This record from OMol25 describes a 2-piece molecular cluster, C3H11N3 overall at a distorted geometry. The level of theory is wB97M-V/def2-TZVPD.

Output
total charge: +1
max |F|: 0.08388 hartree/bohr
HOMO level (spin up / spin down): -13.5 / -11.0 eV
multiplicity: 2
ΔE to the lowest compared entry with this formula, charge and spin: 338.4 kJ/mol
LUMO (spin up / spin down): -2.651 / -8.866 eV

```
17
Properties=species:S:1:pos:R:3:forces:R:3:lowdin_charge:R:1
C 3.082500 -3.336802 1.659138 -0.47 -2.41 -3.55 0.10
C 2.379428 -2.309295 2.117498 0.43 1.34 -1.82 -0.20
N 1.980469 -1.097895 1.518029 -0.75 -1.08 0.96 0.14
H 3.118282 -3.593134 0.563009 0.38 1.14 0.86 0.10
H 3.259706 -4.310032 2.133408 0.16 1.06 0.95 0.09
H 2.217185 -2.342133 3.101895 -1.44 -0.21 3.93 0.08
H 2.770960 -0.517622 1.390606 0.79 0.89 -1.02 0.10
H 1.230799 -0.584070 2.020580 0.87 -0.72 -0.34 0.13
N -2.113024 2.410741 -2.894507 -1.12 -2.66 -0.01 0.03
C -2.693859 1.959267 -1.625882 -1.56 -0.23 1.99 -0.32
N -1.700426 1.572812 -0.520433 1.42 3.26 -0.33 0.02
H -2.594177 1.794738 -3.645321 1.64 1.68 1.27 0.13
H -1.067793 2.407529 -2.957848 -1.47 -0.20 0.10 0.10
H -3.383559 2.785082 -1.196875 1.16 -0.47 -0.36 0.14
H -3.578286 1.156109 -1.684200 2.32 1.10 -0.44 0.16
H -0.967104 2.393605 -0.481331 -1.34 -2.13 -0.63 0.12
H -1.941109 1.611102 0.502226 -1.02 -0.37 -1.57 0.09
```
Forces are in eV/Å.

=====

This record from OMol25 describes C3H11N3O as an isolated structure at a distorted geometry. The level of theory is wB97M-V/def2-TZVPD.

Output
max |F|: 0.03919 hartree/bohr
HOMO level: -6.4 eV
multiplicity: 1
ΔE to the lowest compared entry with this formula, charge and spin: 514.8 kJ/mol
LUMO: 0.757 eV

```
18
Properties=species:S:1:pos:R:3:forces:R:3:lowdin_charge:R:1
C -0.288812 1.896281 1.092641 0.73 -0.18 -1.46 -0.23
C -1.019125 -1.189313 0.308782 1.59 0.79 -0.96 -0.07
N -0.108197 -1.411045 1.275115 -0.76 0.29 0.23 0.03
O 0.055995 1.087818 2.265833 -0.28 -0.24 0.55 -0.24
H -0.480749 1.366405 3.019196 0.28 0.04 -0.19 0.07
H 0.061292 -0.572046 1.888900 -0.06 -0.77 -0.19 0.07
H 0.090692 -2.364167 1.546812 0.39 0.40 -0.23 0.10
H -1.253795 2.388678 1.274124 0.00 -0.17 -0.16 0.02
H 0.470514 2.690476 1.023670 -0.17 0.06 0.15 0.02
H -1.231943 -2.010778 -0.370530 -0.38 0.12 0.35 0.09
H -1.767710 -0.429435 0.533615 0.24 -0.10 -0.58 0.09
N 1.194124 -1.002268 -2.611727 0.02 -0.10 -0.10 0.07
C 0.630033 0.102581 -2.030652 -0.63 -0.90 0.20 -0.36
N -0.197655 0.072414 -1.074394 -0.22 0.04 1.18 0.00
H 1.194951 -1.844550 -2.051077 0.13 0.16 -0.38 0.09
H 1.886762 -0.874232 -3.329958 0.05 -0.20 0.17 0.08
H -0.122707 1.049024 -0.236984 -1.14 0.65 1.30 0.08
H 0.886329 1.044158 -2.523367 0.20 0.11 0.11 0.12
```
Forces are in eV/Å.